# 1
Below is 5 unconnected molecules or ions with the total composition C30H71F3N2O11PS, with properties calculated with wB97M-V/def2-TZVPD.

Computed properties:
* net charge: -1
* lowest unoccupied orbital energy: 1.90 eV
* total energy: -86025.4160 eV
* frontier orbital gap: 7.069 eV

XYZ file:
```
119
Properties=species:S:1:pos:R:3:forces:R:3
C -7.0091 -3.1796 2.4817 0.6541 -0.5512 0.1210
C -5.9897 -2.7835 1.2149 -1.1182 -1.6719 0.2642
C -6.4031 -1.3823 0.5597 -2.0516 -1.2974 -0.1982
C -7.0583 -1.7229 -0.9443 -0.8958 -0.7355 1.0303
P -5.0715 -0.0295 0.2980 -2.2302 1.9072 -5.8273
C -6.2484 1.4105 0.7489 -1.4584 1.5745 0.4361
C -6.8026 1.5528 2.2248 -1.4443 1.4448 1.4171
C -7.9661 2.7546 2.2693 0.3472 -0.5367 1.2659
C -9.3087 2.4127 1.4064 -0.6786 0.9945 0.4325
C -9.7287 0.8324 1.3344 0.2017 0.1371 -0.3869
N -11.1645 0.6933 0.7930 1.2806 -0.4770 -0.6840
C -3.8031 -1.2016 -0.5267 3.1152 -0.8503 -2.8065
C -3.6744 -0.7417 -2.1424 -3.3379 -1.4955 -3.1376
O -4.4749 -1.1887 -3.1086 4.3270 2.2528 5.4052
N -2.5383 0.2164 -2.5556 -1.4326 -0.8902 -0.1563
C -1.7221 -0.5386 -3.5843 0.6121 -0.3429 -0.3579
C -3.0880 1.4815 -3.1817 0.5266 0.8932 -0.9683
S -4.2254 -0.2189 2.2674 2.7546 -7.2260 6.9319
O -5.1502 -0.7188 3.3920 1.3375 2.6058 -2.8703
O -3.0472 -1.2757 2.3378 -2.7560 3.8212 -1.2416
C -3.3142 1.3572 2.8598 2.8958 2.2003 1.3431
F -1.8233 1.1951 2.6696 -4.7515 0.8683 0.6238
F -3.4891 1.4712 4.3559 0.4907 0.2947 -4.9227
F -3.6851 2.5772 2.1254 1.1901 -3.3870 2.8589
H -7.5957 -2.2588 2.9025 1.3660 -1.6716 -0.7380
H -7.8038 -3.9802 2.1482 1.5269 1.5384 0.5623
H -6.3394 -3.6728 3.3341 -1.6434 1.1719 -1.6709
H -4.8814 -2.9361 1.5501 -2.0752 0.7733 -0.5436
H -6.1928 -3.6459 0.4127 0.5898 1.8552 1.5357
H -7.3352 -0.9563 1.1702 2.2280 -0.8156 -1.1392
H -6.3146 -2.3023 -1.6360 -1.2914 1.5466 1.1699
H -7.9465 -2.4866 -0.7143 1.7399 1.5014 -0.4632
H -7.5604 -0.7819 -1.4355 1.2870 -1.8182 0.7788
H -4.0678 1.0096 0.0681 0.3513 -0.2509 0.3922
H -5.6168 0.1242 -1.0598 0.4251 0.3177 0.4565
H -7.1781 1.3095 0.0047 1.8753 0.0171 1.6567
H -5.7480 2.4480 0.4290 -0.8663 -2.2514 0.7377
H -7.3180 0.5879 2.7037 1.2922 1.9635 -1.3774
H -6.0242 1.9017 3.0611 -1.4153 -0.8551 -2.0589
H -8.2623 2.8304 3.4213 0.4322 -0.1075 -2.3911
H -7.4961 3.8162 2.0056 -1.0598 -2.3353 0.2566
H -9.2222 2.9424 0.3401 -0.2149 -1.5665 2.0797
H -10.2119 2.9731 1.9497 1.8271 -1.2107 -1.2282
H -9.7191 0.3251 2.4099 0.2193 1.1709 -2.3475
H -9.0296 0.2771 0.5715 -0.9097 0.9396 1.8925
H -11.3664 -0.3386 0.7371 0.3044 1.4025 0.0491
H -11.1135 1.0083 -0.2116 -0.1754 -0.4477 1.3543
H -2.6751 -1.0306 -0.1729 -2.5894 -0.6729 -0.4014
H -4.0803 -2.3206 -0.6066 0.5240 1.7303 0.3246
H -0.5561 -0.3199 -3.4686 -2.5629 -0.1445 -0.3004
H -2.1221 -0.2118 -4.6390 0.9898 -1.0478 1.7098
H -1.8486 -1.6945 -3.4139 0.1460 2.2926 -0.5250
H -3.4896 2.2655 -2.4061 0.7131 -1.8286 -1.3216
H -3.8993 1.2668 -4.0127 1.4132 0.2937 1.6794
H -2.1683 1.9905 -3.7470 -1.9387 -1.0191 1.3060
C 1.3914 -2.1191 -2.1062 -0.2027 0.0746 0.0546
O 2.0435 -1.1431 -2.9093 0.3600 -0.2472 0.1417
C 3.3913 -0.9095 -2.4934 -0.1473 -0.0579 -0.6104
C 4.3883 -1.6314 -3.4057 -0.0430 -0.0784 0.7032
O 4.2756 -3.0527 -3.2775 -0.2709 0.1964 -0.3935
C 3.5456 -3.6347 -4.3518 0.1490 -0.0745 0.2492
H 0.4680 -2.4175 -2.6092 0.1296 0.1394 0.0045
H 2.0095 -3.0105 -1.9609 0.0312 0.0910 -0.0034
H 1.1340 -1.6837 -1.1350 0.0192 -0.1291 0.0349
H 3.5331 -1.2019 -1.4468 -0.0074 -0.0256 -0.0974
H 3.5663 0.1689 -2.5676 0.0386 -0.0150 0.0217
H 5.4042 -1.3636 -3.0978 -0.0435 -0.0028 -0.0583
H 4.2618 -1.3226 -4.4504 -0.0944 -0.0313 0.0779
H 4.1703 -3.6590 -5.2507 -0.0745 0.0083 -0.1174
H 2.6203 -3.0925 -4.5604 0.0419 0.0435 0.0172
H 3.2904 -4.6613 -4.0762 0.1068 0.1198 0.0425
C 10.9153 -0.8592 -4.0328 0.0694 0.0187 -0.1611
O 10.4793 -1.5562 -5.1933 -0.2264 -0.0304 0.3965
C 9.5809 -2.6235 -4.8808 -0.1581 0.3001 -0.5374
C 8.1272 -2.2264 -5.1575 0.1159 -0.0729 0.6279
O 7.6912 -1.1948 -4.2659 0.3641 0.0561 -0.4756
C 7.6964 0.0882 -4.8823 -0.1449 -0.0611 0.2030
H 11.3986 0.0685 -4.3498 -0.0462 -0.1592 -0.0755
H 10.0827 -0.6060 -3.3691 0.0375 -0.0777 -0.0508
H 11.6486 -1.4670 -3.4927 -0.0330 0.0507 0.1227
H 9.7084 -2.9497 -3.8423 -0.0971 0.0989 -0.0498
H 9.8442 -3.4638 -5.5316 -0.0347 0.0061 0.0269
H 7.4852 -3.0948 -4.9778 0.0224 0.0061 -0.0037
H 7.9941 -1.9211 -6.2024 0.1240 0.0207 0.1022
H 6.8446 0.1719 -5.5651 0.0484 0.0841 -0.0717
H 8.6249 0.2785 -5.4258 -0.0102 -0.0611 -0.0134
H 7.5923 0.8445 -4.0999 -0.0409 -0.1713 -0.0244
C 2.6314 1.0107 1.6727 -0.0936 0.0582 -0.1857
O 2.9028 -0.3341 1.2980 0.2346 -0.0560 0.4017
C 3.8513 -0.9593 2.1662 -0.5635 -0.3445 -0.2786
C 3.1592 -1.8837 3.1731 0.0992 0.6211 0.3534
O 2.3531 -1.1401 4.0931 0.2344 -0.2415 -0.5170
C 0.9698 -1.1924 3.7622 -0.1656 0.0654 0.1573
H 1.7454 1.3475 1.1282 0.0943 -0.1634 -0.0027
H 2.4352 1.1063 2.7452 0.0964 -0.0240 -0.0951
H 3.4761 1.6483 1.3918 -0.0419 0.0644 0.1552
H 4.4651 -0.2096 2.6782 -0.1206 -0.0195 0.0676
H 4.5133 -1.5616 1.5355 0.0266 -0.0332 0.0160
H 3.9252 -2.3968 3.7636 0.0417 -0.0153 -0.0349
H 2.5625 -2.6481 2.6608 0.0303 0.1585 -0.0474
H 0.5632 -2.1721 4.0336 -0.0940 0.0337 -0.1015
H 0.7944 -1.0015 2.7008 0.0103 -0.0303 0.0514
H 0.4495 -0.4257 4.3422 0.1335 -0.1183 -0.0485
C 5.8240 4.1575 5.8469 0.0566 0.1313 0.0063
O 6.5489 4.5459 4.6866 -0.2371 -0.3794 -0.0498
C 6.6714 3.4810 3.7405 -0.0814 0.5746 -0.2562
C 5.6751 3.6432 2.5879 -0.2260 -0.4664 0.4380
O 4.3260 3.4897 3.0412 0.4517 0.4807 0.0382
C 3.6663 4.7403 3.2039 -0.1640 -0.1898 -0.0182
H 5.5668 5.0586 6.4097 0.1176 -0.0481 -0.1338
H 4.8980 3.6311 5.5952 0.1033 0.0018 -0.0170
H 6.4531 3.5207 6.4775 -0.1047 -0.0702 0.0494
H 6.5510 2.5080 4.2303 -0.1110 0.0755 -0.0616
H 7.6872 3.5294 3.3347 -0.0237 -0.0227 -0.0149
H 5.8560 2.8521 1.8529 0.0371 -0.0001 0.0025
H 5.8099 4.6074 2.0831 0.0214 -0.0447 0.1469
H 3.4023 5.1476 2.2225 -0.0011 0.1092 0.0403
H 4.2812 5.4606 3.7487 0.0499 -0.0288 -0.0335
H 2.7470 4.5716 3.7707 0.1199 -0.1010 -0.1186
```
Forces are in eV/Å.


# 2
Below is 2 unconnected molecules or ions with the total composition C5H3ClF3NO2S, with properties calculated with wB97M-V/def2-TZVPD.

Computed properties:
* net charge: 0
* lowest unoccupied orbital energy (spin up / spin down): -2.44 / -2.41 eV
* total energy: -42323.2239 eV
* frontier orbital gap (spin up / spin down): 6.901 / 6.894 eV

XYZ file:
```
16
Properties=species:S:1:pos:R:3:forces:R:3
O 1.9070 1.9420 1.0211 2.5641 1.8837 -0.4608
C 2.7448 2.7329 0.6308 -2.5324 -1.9595 1.3799
Cl 3.3780 4.0170 1.6147 -0.0866 -0.2556 -0.5612
C 3.3227 2.5123 -0.7577 1.7823 -2.7784 0.1390
F 2.6477 1.5591 -1.4301 -0.0737 1.1389 0.3287
F 4.5660 1.8940 -0.5149 -1.0504 1.2437 -0.2861
F 3.4803 3.5738 -1.4789 0.0899 0.6308 -0.4308
C -0.1951 -0.6560 0.1015 2.5330 0.6982 1.1005
S -0.7900 0.8952 1.0014 2.1470 -0.1137 -0.7243
O -0.3238 1.9439 0.0429 -1.7394 -0.3165 0.4302
C 0.0653 0.7769 2.4501 -1.7429 -1.9198 -2.4373
C 0.3313 1.7246 3.3418 0.3823 0.6310 1.9689
N 0.5363 2.2272 4.3744 0.0819 0.7276 -0.2536
H -0.6935 -0.9235 -0.8153 -0.6217 0.6110 -0.1297
H 0.8357 -0.1792 -0.1342 -1.5257 -1.2937 0.1019
H -0.0805 -1.5716 0.7303 -0.2078 1.0722 -0.1653
```
Forces are in eV/Å.


# 3
Below is 2 unconnected molecules or ions with the total composition C5H14, with properties calculated with wB97M-V/def2-TZVPD.

Computed properties:
* net charge: 0
* ΔE to the lowest compared entry with this formula, charge and spin: 12.45 kcal per mole
* lowest unoccupied orbital energy: 1.13 eV
* total energy: -5411.5099 eV
* frontier orbital gap: 12.384 eV

XYZ file:
```
19
Properties=species:S:1:pos:R:3:forces:R:3
C -0.5488 0.7456 -0.7736 -1.1748 0.4255 -0.9010
C -0.8829 2.2524 -0.7157 2.1565 0.1826 -0.8582
C 0.3913 3.0575 -0.3636 -0.6589 0.0816 1.3902
H -1.4698 0.2146 -0.6225 -0.4383 -0.5393 0.6855
H -0.2990 0.3531 -1.7769 0.5899 0.6413 0.3809
H 0.1889 0.4878 -0.0338 0.2200 -0.3380 0.1932
H -1.6781 2.5174 -0.0225 -0.1179 -0.2384 -0.1255
H -1.0684 2.6265 -1.7298 -0.8663 -0.2244 0.2357
H 0.0851 4.0786 -0.0952 0.3957 -0.0246 -0.4602
H 1.1268 3.0257 -1.1504 0.1264 0.2175 -0.4189
H 0.9015 2.6841 0.5377 -0.2338 -0.1374 -0.1414
C 1.1291 -3.0359 0.6349 -1.5042 -0.8875 0.2243
C -0.2155 -2.3922 1.0425 -0.6642 -0.4801 0.0079
H 0.8005 -3.9917 0.1997 0.5724 0.0887 -0.0600
H 1.7251 -2.5401 -0.1117 0.0754 0.5590 -0.1098
H 1.7331 -3.2817 1.5015 0.1517 0.0954 0.0990
H -0.7954 -1.9845 0.2138 0.4082 0.1926 -0.1895
H -0.9093 -3.1574 1.4291 0.4646 -0.0896 -0.0134
H -0.2142 -1.6598 1.8365 0.4979 0.4751 0.0614
```
Forces are in eV/Å.


# 4
Below is CH2N4O in the gas phase, with properties calculated with wB97M-V/def2-TZVPD.

Computed properties:
* net charge: 0
* ΔE to the lowest compared entry with this formula, charge and spin: 79.42 kcal per mole
* lowest unoccupied orbital energy: -0.10 eV
* total energy: -9072.8541 eV
* frontier orbital gap: 10.163 eV

XYZ file:
```
8
Properties=species:S:1:pos:R:3:forces:R:3
H -2.1578 0.9991 0.3490 -1.0137 -3.0491 -0.6203
N -1.9836 -0.1169 0.1542 -2.3283 5.8492 0.9935
C -0.7974 0.0750 -0.1088 2.9721 -0.5203 -0.1256
N 0.2129 1.2272 -0.1758 -0.0750 -1.9402 1.1023
N 1.3249 0.6874 0.0865 -1.4732 0.8834 -0.6471
N 1.2321 -0.6553 0.2735 1.3066 -1.0181 -2.0793
O -0.0768 -1.0405 -0.2180 3.1171 -1.2272 -0.1053
H 2.0524 -1.1212 -0.3214 -2.5056 1.0222 1.4818
```
Forces are in eV/Å.


Question: Look up the net charge of the first one.
Answer: -1